Record 1
This record from the Open Molecules 2025 dataset describes an isolated ion of composition C6H10NO4P and charge -2 at a distorted geometry. The level of theory is ωB97M-V/def2-TZVPD.

For the frontier orbital gap (spin up / spin down), the calculation gives 0.197 / 0.197 hartree. The value obtained for the relative energy (zero: lowest compared OMol25 entry of this formula, charge and spin) is 127.4 kcal per mole. The total charge is -2. The value obtained for the LUMO energy (spin up / spin down) is 6.2 / 6.2 eV. Its highest occupied orbital energy (spin up / spin down) is 0.0323 / 0.0322 Eh.

Positions of all 22 atoms, in Å:
C (0.07831, -1.81163, 1.29031)
C (0.15015, -0.72140, 2.37952)
C (0.08526, 0.62263, 1.64971)
C (0.66871, 0.83411, 0.45706)
C (1.73878, 0.91706, -0.41834)
C (1.40712, 0.98625, -1.89276)
O (0.31962, 1.85467, -2.15763)
N (-0.70719, 1.54574, -1.23254)
P (-1.75693, 0.31660, -1.89000)
O (-0.86064, -0.89841, -2.15212)
O (-2.87065, 0.72206, -2.81758)
O (-2.46669, 0.08137, -0.39785)
H (0.07333, -2.81425, 1.88109)
H (0.98963, -1.89522, 0.74502)
H (-0.83800, -1.78606, 0.71702)
H (-0.75168, -0.76648, 2.87822)
H (0.97832, -0.86726, 3.07486)
H (-0.56116, 1.31590, 2.17862)
H (2.62710, 0.71124, 0.08001)
H (2.35194, 1.42263, -2.41928)
H (1.02597, -0.02601, -2.02116)
H (-1.68130, 0.25648, 0.06783)

Cartesian forces, eV/Å:
0.169 -2.472 3.150
0.659 0.373 -3.168
0.693 -0.350 0.572
1.468 1.118 -1.727
-4.993 0.203 1.902
1.586 0.378 0.538
1.071 0.401 -0.133
-1.156 -0.016 0.245
0.995 -0.200 0.917
-0.999 0.336 -0.595
0.591 -0.205 -0.099
-1.636 -0.436 -1.510
-0.199 0.987 -0.854
0.369 0.379 -0.987
0.174 0.308 -0.452
-1.874 -0.332 1.669
0.232 0.008 0.022
0.145 0.547 -0.516
2.077 0.179 0.244
-1.593 -1.210 0.188
0.548 -0.341 -1.533
1.674 0.343 2.130

Atomic partial charges in e from the natural (NBO) method, atoms 1 to 6:
1. C -0.582
2. C -0.402
3. C -0.516
4. C 0.214
5. C -0.413
6. C -0.129

Record 2
This record from the Open Molecules 2025 dataset describes one molecule with the formula C5H11N at a distorted geometry. The level of theory is ωB97M-V/def2-TZVPD.

For the frontier orbital gap, the calculation gives 0.374 hartree. The value obtained for the relative energy (zero: lowest compared OMol25 entry of this formula, charge and spin) is 25.7 kcal per mole. The value obtained for the LUMO energy is 1.1 eV. Its highest occupied orbital energy is -0.3327 Eh.

Positions of all 17 atoms, in Å:
C (0.06172, -1.52405, -2.24009)
C (-0.13422, -0.97180, -1.04645)
C (-0.28534, 0.50203, -0.86516)
C (0.53697, 1.15117, 0.25266)
C (0.55923, 0.34325, 1.54530)
N (-0.75972, -0.15180, 1.90491)
H (0.27098, -2.58372, -2.33355)
H (0.04227, -0.93468, -3.14664)
H (-0.29568, -1.60973, -0.18688)
H (-0.19125, 1.08588, -1.78275)
H (-1.36301, 0.67705, -0.68399)
H (0.07148, 2.13139, 0.40104)
H (1.54719, 1.33905, -0.11161)
H (1.03154, 0.81677, 2.43343)
H (1.29762, -0.45744, 1.44231)
H (-0.91810, -0.26904, 2.89465)
H (-1.47169, 0.45565, 1.52282)

Cartesian forces, eV/Å:
0.177 -0.197 0.344
0.139 -0.006 -0.946
-1.420 0.209 0.205
-0.291 0.344 0.036
0.976 -0.118 1.090
-0.300 -0.227 -0.447
-0.362 -0.018 -0.100
0.312 0.087 -0.061
0.364 0.121 0.220
0.608 -0.332 -0.209
0.208 -0.094 0.456
0.188 0.050 0.265
0.111 -0.114 0.169
-0.341 0.814 -0.685
-0.437 -0.613 -0.506
0.156 0.124 -0.034
-0.089 -0.028 0.201

Atomic partial charges in e from the natural (NBO) method, atoms 1 to 6:
1. C -0.402
2. C -0.180
3. C -0.444
4. C -0.401
5. C -0.222
6. N -0.854

Record 3
This record from the Open Molecules 2025 dataset describes a 4-piece molecular cluster, C20H45NO9 overall at a distorted geometry. The level of theory is ωB97M-V/def2-TZVPD.

For the frontier orbital gap, the calculation gives 0.357 hartree. The value obtained for the relative energy (zero: lowest compared OMol25 entry of this formula, charge and spin) is 72.9 kcal per mole. The value obtained for the LUMO energy is 0.6 eV. Its highest occupied orbital energy is -0.3359 Eh.

Positions of all 75 atoms, in Å:
H (1.34716, 5.37027, -2.09919)
N (0.89022, 5.55401, -2.99119)
C (0.19100, 4.55087, -3.33044)
C (-0.58778, 4.54922, -4.60865)
C (0.05689, 3.28811, -2.50028)
C (0.81081, 2.09917, -3.10051)
O (-0.07435, 1.13246, -3.66749)
C (-0.87619, 0.50663, -2.76471)
O (-2.08392, 0.69351, -2.74176)
O (1.63772, 2.50808, -4.12766)
C (2.96901, 2.00997, -4.11728)
C (3.93825, 3.01196, -3.51895)
C (3.85818, 3.17470, -2.00148)
H (-0.59594, 5.53058, -5.05889)
H (-1.60084, 4.23016, -4.38536)
H (-0.14930, 3.81474, -5.27451)
H (-1.00379, 3.07254, -2.42341)
H (0.40937, 3.50376, -1.49724)
H (1.41255, 1.63304, -2.31925)
H (-0.43392, -0.21688, -2.06944)
H (3.02476, 1.02798, -3.65150)
H (3.23764, 1.87725, -5.16046)
H (4.93777, 2.66079, -3.75598)
H (3.75027, 3.96344, -4.00068)
H (2.84335, 3.16953, -1.61933)
H (4.28559, 4.13326, -1.72612)
H (4.42408, 2.40492, -1.48906)
C (-3.70920, -2.66496, 1.83854)
O (-3.60210, -1.67370, 2.84269)
C (-2.26037, -1.31134, 3.13443)
C (-1.88402, 0.00069, 2.48731)
O (-1.85433, -0.10458, 1.07242)
C (-2.99883, 0.44525, 0.43736)
H (-4.76161, -2.75067, 1.57354)
H (-3.13936, -2.39702, 0.94495)
H (-3.36114, -3.63414, 2.21305)
H (-1.57071, -2.09874, 2.81732)
H (-2.17574, -1.20566, 4.22058)
H (-0.87814, 0.27910, 2.81852)
H (-2.57666, 0.78801, 2.79931)
H (-2.97843, 1.54001, 0.49374)
H (-3.92588, 0.07876, 0.88533)
H (-2.96947, 0.15089, -0.60573)
C (-1.85909, -3.00011, -3.55824)
O (-0.91906, -3.41872, -2.58432)
C (-0.86570, -4.82663, -2.41803)
C (0.33378, -5.42487, -3.11607)
O (0.23277, -5.30520, -4.52592)
C (1.01736, -4.25524, -5.06020)
H (-1.70085, -1.93798, -3.72911)
H (-1.72792, -3.53119, -4.50402)
H (-2.88201, -3.14688, -3.19630)
H (-1.78485, -5.29238, -2.78420)
H (-0.78787, -5.02698, -1.34459)
H (0.38381, -6.49271, -2.88132)
H (1.25272, -4.95405, -2.75468)
H (2.08312, -4.50326, -5.00719)
H (0.83927, -3.31252, -4.53676)
H (0.73777, -4.13622, -6.10535)
C (2.79738, 0.51072, 7.43827)
O (1.65603, 1.17447, 7.94843)
C (0.78152, 1.64945, 6.93781)
C (-0.42421, 0.75285, 6.77647)
O (-0.06464, -0.52302, 6.26778)
C (-0.02808, -1.53134, 7.26218)
H (3.30928, 0.04675, 8.27928)
H (2.52400, -0.26435, 6.71793)
H (3.47903, 1.22374, 6.96215)
H (1.30957, 1.74430, 5.98453)
H (0.44348, 2.64602, 7.23887)
H (-1.11048, 1.21050, 6.05624)
H (-0.95069, 0.65241, 7.72962)
H (-1.04108, -1.78565, 7.59201)
H (0.56647, -1.22327, 8.12532)
H (0.42654, -2.41462, 6.81689)

Cartesian forces, eV/Å:
0.073 0.067 0.079
-0.143 -0.118 -0.055
0.109 0.095 -0.039
0.057 -0.019 0.392
-0.178 0.561 -0.225
0.644 0.253 0.031
-0.529 -0.382 0.392
-2.566 0.421 -0.139
2.139 -0.356 -0.281
-0.064 -0.025 0.229
0.251 0.217 -0.415
-0.285 -0.439 0.523
0.076 0.233 -0.207
0.073 0.188 -0.144
-0.264 -0.040 -0.134
0.021 -0.105 -0.243
-0.182 -0.266 0.067
0.207 -0.117 0.196
-0.052 -0.327 0.149
0.502 0.111 -0.055
-0.088 -0.143 0.251
-0.036 -0.111 -0.218
0.259 0.168 -0.264
0.099 0.207 -0.204
-0.232 -0.008 0.014
0.123 0.124 0.163
0.007 -0.221 0.124
-0.025 0.029 0.017
0.050 -0.033 -0.094
-0.203 0.059 0.241
0.236 -0.050 -0.147
-0.093 0.032 -0.027
0.014 -0.005 0.074
-0.017 0.004 0.038
0.016 -0.019 0.001
0.030 -0.011 -0.042
0.029 -0.006 -0.036
0.050 -0.007 -0.011
-0.018 0.004 0.036
-0.040 -0.001 0.016
-0.060 -0.006 0.017
0.020 0.016 0.062
0.042 0.004 -0.076
0.009 0.016 0.023
-0.004 0.012 -0.098
0.085 0.154 0.192
-0.080 -0.189 -0.146
0.023 0.104 0.017
-0.018 -0.043 -0.013
-0.043 0.017 0.020
-0.008 -0.040 0.015
-0.014 -0.012 -0.045
-0.013 -0.019 -0.035
-0.008 -0.025 -0.010
0.012 0.011 0.025
0.011 0.030 0.023
0.013 0.046 0.020
0.017 0.006 0.009
-0.005 -0.042 -0.009
-0.010 0.019 0.039
0.021 -0.074 -0.073
-0.005 0.098 0.235
-0.035 -0.050 -0.271
0.024 -0.006 0.088
-0.010 -0.020 -0.055
-0.006 0.031 0.030
0.009 0.009 -0.021
0.007 -0.030 -0.044
0.002 -0.020 -0.037
-0.008 -0.002 -0.029
-0.011 0.017 0.027
0.010 0.010 0.037
0.014 0.003 0.049
-0.012 0.007 0.015
-0.020 0.005 -0.040

Atomic partial charges in e from the Löwdin method, atoms 1 to 6:
1. H 0.042
2. N 0.147
3. C -0.427
4. C -0.025
5. C -0.051
6. C -0.370

Record 4
This record from the Open Molecules 2025 dataset describes a 4-piece molecular cluster, C21H32NO10 overall at a distorted geometry. The level of theory is ωB97M-V/def2-TZVPD.

For the frontier orbital gap, the calculation gives 0.281 hartree. The total charge is +1. The value obtained for the LUMO energy is -4.3 eV. Its highest occupied orbital energy is -0.4387 Eh.

Positions of all 64 atoms, in Å:
C (0.46305, 0.89934, 0.04665)
C (-0.70621, 1.88839, -0.38513)
O (-1.69810, 1.28534, -1.23296)
C (-2.41659, 0.26052, -0.58161)
C (-3.94716, 0.61281, -0.41255)
C (-4.49190, 1.94650, -0.45428)
C (-5.93919, 2.10989, -0.23779)
C (-6.75729, 0.91935, 0.02554)
C (-8.29442, 0.95523, 0.31597)
C (-6.11954, -0.37270, 0.02019)
N (-4.76881, -0.46872, -0.18996)
H (0.29922, -0.12510, -0.38051)
H (0.35918, 0.78474, 1.16390)
H (1.47997, 1.29474, -0.17926)
H (-1.14246, 2.44341, 0.49540)
H (-0.21055, 2.68741, -1.00430)
H (-2.04528, -0.00336, 0.44032)
H (-2.39979, -0.63788, -1.26608)
H (-3.83750, 2.82315, -0.63938)
H (-6.43652, 3.10622, -0.23282)
H (-8.61325, -0.08207, 0.60223)
H (-8.83718, 1.34324, -0.57795)
H (-8.50551, 1.60283, 1.20287)
H (-6.67978, -1.32356, 0.18709)
H (-4.35848, -1.41365, -0.17500)
C (-7.87171, -5.48324, -1.03384)
C (-6.77553, -5.64215, 0.00802)
C (-7.12719, -5.05359, 1.34592)
O (-5.84370, -4.73138, 1.88147)
C (-5.04379, -4.45930, 0.82050)
O (-3.98322, -3.91170, 0.89698)
O (-5.60544, -4.88448, -0.34157)
H (-8.84708, -5.31905, -0.57111)
H (-7.66044, -4.66117, -1.71914)
H (-7.95629, -6.39074, -1.63264)
H (-6.48179, -6.69044, 0.09752)
H (-7.65598, -5.75766, 1.98598)
H (-7.70996, -4.12940, 1.27119)
C (5.26419, 1.01410, -3.28660)
C (5.49318, 0.83627, -1.79418)
C (4.60048, -0.19978, -1.16740)
O (4.51042, 0.25401, 0.18272)
C (4.64183, 1.60756, 0.14070)
O (4.36624, 2.33963, 1.03929)
O (5.12376, 2.01619, -1.06419)
H (4.78330, 0.13857, -3.72798)
H (4.65948, 1.89662, -3.49880)
H (6.21757, 1.14249, -3.80082)
H (6.54747, 0.63139, -1.59037)
H (5.02435, -1.20153, -1.21875)
H (3.59173, -0.21448, -1.59288)
C (8.82867, 3.29083, 3.18676)
C (9.08533, 3.16148, 1.69371)
C (8.47796, 1.92834, 1.08416)
O (9.33408, 1.68351, -0.02866)
C (10.56216, 2.16000, 0.32234)
O (11.57177, 1.90283, -0.24961)
O (10.47892, 2.96399, 1.41898)
H (7.96317, 2.70291, 3.49958)
H (9.69653, 2.98517, 3.77214)
H (8.61330, 4.32924, 3.44307)
H (8.76397, 4.06567, 1.17029)
H (7.44933, 2.08696, 0.76193)
H (8.51699, 1.05624, 1.74468)

Cartesian forces, eV/Å:
-1.261 -0.061 1.120
1.901 0.955 -0.360
-0.277 -0.223 1.250
-1.211 -0.263 -0.625
-0.055 0.873 0.009
-2.054 -1.334 0.431
1.208 -2.237 0.200
0.889 -0.406 -0.138
1.011 -0.051 0.189
-0.177 1.819 -0.057
-0.425 1.056 -0.067
0.337 1.007 0.124
0.529 -0.040 -1.065
-0.907 -0.338 0.073
0.116 -0.870 -0.748
-0.836 -0.761 0.383
-0.038 0.160 -0.844
0.097 0.624 0.900
-0.481 -0.926 0.120
0.627 -0.871 -0.069
0.074 1.017 -0.524
0.276 -0.430 0.779
0.192 -0.383 -0.831
0.659 1.005 -0.171
-0.042 0.470 0.037
-0.014 -0.393 -0.295
-0.800 -0.018 -0.544
-0.219 -0.257 0.325
0.320 0.258 -0.329
0.284 -0.137 0.010
-0.341 0.205 -0.147
0.326 0.272 0.624
0.087 0.049 0.044
0.025 0.045 0.171
-0.002 0.118 -0.051
0.077 0.083 0.120
0.178 0.075 0.120
-0.035 -0.077 -0.137
0.440 0.104 -0.252
-0.099 -0.029 -0.902
0.084 -0.435 0.032
-0.077 0.358 -0.011
-0.015 0.363 0.242
0.095 -0.195 -0.176
-0.162 -0.274 0.608
-0.041 0.034 0.099
-0.079 -0.108 0.148
-0.094 0.065 -0.017
-0.066 -0.035 0.119
-0.031 0.039 0.215
0.092 0.086 -0.126
-0.075 0.483 0.154
-0.192 0.063 0.858
-0.421 -0.134 -0.163
0.225 0.054 0.093
0.621 0.031 -0.169
-0.299 0.083 0.088
-0.147 -0.347 -0.563
0.067 -0.047 -0.075
-0.039 -0.137 -0.152
0.069 -0.066 0.060
0.000 -0.106 -0.108
0.086 -0.011 -0.158
0.022 0.147 0.128

Atomic partial charges in e from the natural (NBO) method, atoms 1 to 6:
1. C -0.661
2. C -0.086
3. O -0.519
4. C -0.107
5. C 0.254
6. C -0.216

Record 5
This record from the Open Molecules 2025 dataset describes a 13-piece molecular cluster, H26O13 overall at a distorted geometry. The level of theory is ωB97M-V/def2-TZVPD.

For the frontier orbital gap, the calculation gives 0.364 hartree. The value obtained for the relative energy (zero: lowest compared OMol25 entry of this formula, charge and spin) is 52.7 kcal per mole. The value obtained for the LUMO energy is 0.1 eV. Its highest occupied orbital energy is -0.3617 Eh.

Positions of all 39 atoms, in Å:
O (-12.89800, 9.11100, 16.03400)
H (-11.95500, 9.08200, 16.11300)
H (-13.29000, 8.64200, 16.77000)
O (-9.90800, 8.05300, 15.46400)
H (-9.01300, 8.37700, 15.17700)
H (-9.79300, 7.44400, 16.16600)
O (-13.97200, 7.03800, 17.77300)
H (-14.16700, 6.23700, 18.20300)
H (-14.73700, 7.22800, 17.22700)
O (-12.28900, 4.26400, 13.03900)
H (-11.62700, 4.14000, 13.72700)
H (-11.79300, 4.41600, 12.22500)
O (-14.88700, 7.00500, 14.82200)
H (-13.96000, 7.29700, 14.85700)
H (-15.37900, 7.78700, 14.66400)
O (-11.46300, 8.47100, 18.46700)
H (-11.65400, 9.23500, 19.01900)
H (-11.87800, 7.75900, 18.97400)
O (-13.78500, 4.28800, 15.40200)
H (-14.70700, 4.23600, 15.27000)
H (-13.49100, 3.52900, 14.92200)
O (-10.79200, 4.28200, 17.94400)
H (-11.39600, 4.79700, 17.39500)
H (-11.25500, 4.23100, 18.73300)
O (-10.64100, 3.11400, 15.25600)
H (-10.03100, 2.45200, 15.64600)
H (-10.11600, 3.73000, 14.82200)
O (-12.38700, 6.84300, 13.92200)
H (-12.04000, 6.78000, 14.82400)
H (-11.96600, 6.10800, 13.46800)
O (-11.90000, 5.95500, 16.37700)
H (-12.44600, 6.41700, 17.00500)
H (-12.40400, 5.28800, 15.90900)
O (-13.84000, 4.19600, 18.24000)
H (-13.90400, 4.14400, 17.29600)
H (-13.73300, 3.31000, 18.63100)
O (-9.57100, 6.60900, 17.92800)
H (-10.01200, 5.74600, 17.88700)
H (-10.13800, 7.20300, 18.33400)

Cartesian forces, eV/Å:
-1.383 0.424 -0.765
0.960 -0.324 0.231
0.556 0.020 0.334
0.871 1.894 -2.160
-1.424 -0.646 0.691
0.569 -1.178 1.633
0.375 1.691 -0.242
-0.491 -1.934 1.089
-0.235 -0.067 -0.554
0.224 -0.164 -0.429
-0.039 -0.358 -0.080
-0.070 -0.217 0.020
0.163 -0.980 0.948
-0.108 -0.147 -0.558
-0.691 1.175 -0.321
-0.239 -0.143 0.682
0.116 0.307 -0.123
-0.193 0.079 -0.201
0.819 -0.153 0.907
-1.899 0.699 -0.342
0.818 -0.840 -0.618
1.464 -0.782 -1.338
-0.102 0.138 -0.782
-1.185 -0.409 2.627
-1.195 -2.323 1.200
-0.603 0.777 -0.298
1.931 1.705 -0.920
0.419 0.476 -0.215
0.370 0.433 -0.167
-0.474 0.107 -0.062
1.630 -0.183 -0.317
-1.128 0.482 0.103
-0.990 0.041 -0.053
0.009 -0.017 1.902
0.146 -0.569 -1.211
-0.153 0.601 -0.625
2.382 -1.471 -1.324
0.273 -0.088 0.250
-1.493 1.945 1.084

Atomic partial charges in e from the natural (NBO) method, atoms 1 to 6:
1. O -0.973
2. H 0.499
3. H 0.473
4. O -0.983
5. H 0.470
6. H 0.499